Formula: C22H32LuN2OP2
Source: the OMol25 dataset
Level of theory: the ωB97M-V functional and the def2-TZVPD basis

Properties
- Molecular weight: 577.43 g/mol
- E_LUMO (alpha / beta): -3.2 / -3.2 eV
- Strongest force on any atom: 3.20 eV/A

Structure (ORCA input):
```
! wB97M-V def2-TZVPD RIJCOSX def2/J DEFGRID3
* xyz 1 1
C -1.488 3.279 -3.779
C -1.273 1.967 -3.384
C 0.059 1.446 -3.403
C 1.132 2.267 -3.898
C 0.856 3.610 -4.267
C -0.433 4.102 -4.212
C 2.411 1.699 -3.993
C 2.574 0.318 -3.860
C 1.466 -0.458 -3.366
C 1.589 -1.891 -3.300
C 2.833 -2.467 -3.524
C 3.954 -1.690 -3.890
C 3.829 -0.327 -4.057
H -2.510 3.660 -3.737
H 1.700 4.198 -4.655
H -0.640 5.133 -4.519
H 3.263 2.330 -4.232
H 2.925 -3.546 -3.408
H 4.921 -2.181 -4.046
H 4.659 0.306 -4.385
N 0.341 0.193 -2.910
Lu 0.314 0.119 -0.129
C -2.395 1.078 -2.902
H -2.284 0.057 -3.300
H -3.403 1.434 -3.167
C 0.388 -2.722 -2.863
H -0.520 -2.402 -3.405
H 0.543 -3.803 -3.029
P -2.243 0.880 -1.052
P 0.056 -2.405 -1.094
C 1.431 -3.351 -0.345
H 1.369 -3.313 0.744
H 1.370 -4.390 -0.681
H 2.386 -2.925 -0.652
C -1.390 -3.417 -0.727
H -1.178 -4.472 -0.948
H -1.657 -3.316 0.327
H -2.237 -3.085 -1.335
C -2.720 2.593 -0.561
H -3.715 2.856 -0.947
H -2.715 2.641 0.531
H -1.980 3.307 -0.942
C -3.780 -0.031 -0.718
H -3.851 -0.206 0.369
H -4.672 0.530 -1.044
H -3.769 -1.010 -1.225
H 1.969 0.410 -1.117
H 0.011 1.838 0.551
C -1.739 -2.169 3.539
N -0.251 -2.157 3.590
C 0.369 -2.919 4.676
C 0.500 -1.478 2.758
O 0.033 -0.836 1.739
H -2.060 -2.718 4.418
H -2.123 -2.676 2.643
H -2.151 -1.144 3.586
H 0.933 -3.779 4.288
H 1.068 -2.282 5.239
H -0.412 -3.274 5.340
H 1.582 -1.482 2.942
*
```